Record 1
An isolated molecule of C20H28N4O4. Source: the OMol25 dataset; level of theory: wB97M-V/def2-TZVPD.

Each line ends with the natural charge from an NBO analysis.
Atoms and positions in Å:
O  2.274  -7.248  -2.255  -0.69
O  -3.298  6.374  -1.311  -0.36
O  -0.180  -2.942  -0.893  -0.62
O  -2.082  2.720  1.059  -0.62
N  -2.681  5.146  -1.391  -0.07
N  1.248  -2.111  0.664  -0.44
N  -1.536  2.669  -1.144  -0.60
N  2.987  -8.368  0.151  -0.82
C  -3.280  5.417  0.846  -0.29
C  1.217  0.086  -0.458  -0.23
C  2.701  0.244  -0.126  -0.39
C  0.766  -3.111  -0.139  0.67
C  -2.070  3.238  -0.047  0.64
C  1.397  -4.466  -0.022  -0.13
C  1.565  -5.203  -1.188  -0.27
C  2.410  -7.074  0.091  0.08
C  -5.444  6.258  -0.211  -0.63
C  2.076  -6.487  -1.133  0.33
C  -3.959  6.482  -0.016  0.08
C  2.660  -1.998  1.023  -0.21
C  -2.683  4.585  -0.251  0.10
C  1.729  -5.035  1.200  -0.21
C  -0.899  1.366  -1.081  -0.22
C  2.246  -6.322  1.246  -0.22
C  0.571  -0.822  0.589  -0.22
C  0.524  1.442  -0.535  -0.39
C  3.392  -1.108  0.022  -0.41
C  -2.202  5.953  1.787  -0.60
H  -3.753  7.490  0.343  0.20
H  3.285  -8.652  -0.774  0.38
H  -1.517  0.725  -0.453  0.22
H  4.429  -0.979  0.343  0.21
H  -2.647  6.596  2.547  0.21
H  -5.970  6.380  0.738  0.21
H  -0.897  0.942  -2.086  0.20
H  1.110  2.111  -1.173  0.20
H  1.266  -4.767  -2.135  0.22
H  -4.010  4.837  1.412  0.24
H  2.719  -1.563  2.026  0.19
H  -1.468  6.539  1.230  0.21
H  2.310  -9.061  0.451  0.37
H  1.125  -0.420  -1.427  0.21
H  0.492  1.897  0.460  0.21
H  3.415  -1.619  -0.946  0.20
H  -5.848  6.971  -0.929  0.22
H  2.530  -6.768  2.190  0.22
H  3.196  0.843  -0.894  0.21
H  0.643  -0.347  1.574  0.19
H  -5.628  5.249  -0.581  0.21
H  2.790  0.802  0.815  0.19
H  -1.570  3.191  -2.004  0.42
H  3.112  -2.984  1.061  0.23
H  -1.689  5.131  2.284  0.24
H  -0.477  -1.009  0.372  0.24
H  1.586  -4.475  2.115  0.22
H  2.016  -6.743  -3.032  0.49

Energy relative to the best compared isomer or geometry (same formula, charge and spin) ... 1.8996 eV
Multiplicity ... 1



Record 2
C32H28Cl64GaO2 as an isolated structure at a distorted geometry. Source: the OMol25 dataset; level of theory: wB97M-V/def2-TZVPD.

Each line ends with the Mulliken charge.
Atoms and positions in Å:
Ga  -2.261  5.130  -0.824  0.60
Cl  1.664  0.353  3.286  -0.04
Cl  4.844  10.807  6.740  -0.11
Cl  1.562  -3.769  -6.108  -0.12
Cl  1.250  -1.977  -3.847  -0.08
Cl  4.031  -3.522  -7.235  -0.04
Cl  -7.053  -3.355  -3.395  -0.11
Cl  2.262  9.246  0.106  -0.11
Cl  -8.073  -6.213  -9.448  -0.10
Cl  2.371  -2.485  1.627  -0.08
Cl  4.371  -11.769  3.726  -0.10
Cl  -7.597  -8.772  0.460  -0.11
Cl  4.198  -0.866  0.057  -0.05
Cl  8.739  -7.063  8.328  -0.11
Cl  -6.695  -0.545  -2.764  -0.02
Cl  2.579  -2.901  -1.239  -0.10
Cl  6.094  -5.026  -8.616  -0.12
Cl  -0.238  10.183  1.237  -0.10
Cl  7.860  -5.641  5.955  -0.05
Cl  1.334  -0.490  -0.209  -0.01
Cl  -5.121  -7.881  1.683  -0.02
Cl  -5.048  -9.579  -0.668  -0.11
Cl  7.974  -3.285  4.604  -0.09
Cl  7.720  -8.538  6.045  -0.06
Cl  -5.917  -10.664  1.880  -0.11
Cl  2.279  10.901  2.490  -0.11
Cl  6.419  -10.274  2.313  -0.10
Cl  -9.008  -5.212  -12.007  -0.10
Cl  -7.889  -1.325  -5.293  -0.12
Cl  1.315  8.161  2.626  -0.09
Cl  8.097  -3.913  -1.119  -0.10
Cl  7.367  -1.898  2.127  -0.03
Cl  4.971  -9.038  4.502  -0.02
Cl  7.982  -1.346  -2.467  -0.12
Cl  4.444  1.039  2.829  -0.09
Cl  0.546  -4.778  -3.583  -0.10
Cl  -5.509  -3.334  -8.102  -0.03
Cl  8.912  -0.568  4.194  -0.11
Cl  -3.587  -1.961  -9.788  -0.10
Cl  5.916  -6.948  7.667  -0.10
Cl  7.299  -3.773  -3.906  -0.13
Cl  -3.487  -4.851  -9.535  -0.09
Cl  -1.619  -4.407  1.548  -0.02
Cl  3.624  8.839  4.997  0.00
Cl  6.511  9.041  5.154  -0.11
Cl  4.982  11.141  3.861  -0.10
Cl  -5.063  -1.778  -4.801  0.04
Cl  -3.932  1.768  2.599  -0.06
Cl  -2.721  -3.171  -7.294  -0.04
Cl  2.850  2.594  4.692  0.02
Cl  -6.331  -4.574  -11.088  -0.04
Cl  3.623  -9.569  1.988  -0.08
Cl  5.531  -2.765  -1.836  0.07
Cl  -6.974  -7.280  -11.912  -0.11
Cl  6.793  -3.328  -6.370  -0.04
Cl  -5.530  1.098  0.280  -0.03
Cl  -3.334  -5.998  3.268  -0.09
Cl  -2.365  -7.099  0.761  -0.04
Cl  6.083  -1.081  4.598  0.04
Cl  5.976  -2.139  -8.887  -0.11
Cl  3.630  -0.124  5.370  -0.17
Cl  -1.093  -3.016  -5.204  0.07
Cl  -4.345  -4.973  0.744  0.00
Cl  -5.745  3.733  1.479  -0.12
Cl  -6.800  1.417  2.873  -0.12
O  -2.435  6.026  3.491  -0.31
O  -2.019  -1.882  -2.397  -0.10
C  -7.596  -5.819  -11.114  0.33
C  0.043  3.833  6.434  -0.38
C  7.227  -2.949  -2.332  0.26
C  -1.255  2.378  -1.606  0.01
C  -6.678  -1.751  -4.064  0.20
C  -1.069  4.737  5.799  -0.62
C  -0.848  1.686  -3.010  -0.35
C  4.846  -10.162  3.132  0.31
C  -0.549  6.004  5.037  0.42
C  1.559  4.173  6.330  -0.86
C  0.566  -3.385  -4.685  0.23
C  -2.853  7.557  1.599  -0.76
C  0.955  6.381  4.902  0.43
C  -3.171  -2.534  -1.831  -0.15
C  4.989  9.956  5.187  0.32
C  -5.503  2.006  1.806  0.24
C  -5.921  -9.223  0.839  0.31
C  7.584  -1.707  3.881  0.18
C  2.621  -1.685  0.059  0.16
C  -2.719  4.981  1.193  0.15
C  -2.916  -5.619  1.580  0.18
C  -0.731  3.894  -1.448  -0.63
C  5.723  -3.504  -7.777  0.31
C  7.559  -7.048  6.999  0.31
C  -1.930  0.484  -3.246  -0.47
C  1.403  9.623  1.614  0.32
C  -1.859  -0.509  -1.970  1.01
C  2.003  5.456  5.577  -0.46
C  -1.656  6.952  4.316  -0.18
C  -3.827  -3.329  -8.680  0.19
C  3.148  0.966  4.044  0.27
C  -2.113  6.194  2.082  0.38
H  -2.177  4.464  5.892  0.35
H  -3.952  -2.842  -2.620  0.03
H  3.103  5.754  5.481  0.30
H  -0.339  4.251  -2.476  0.23
H  2.362  3.524  6.806  0.73
H  -0.991  6.233  1.860  -0.06
H  1.250  7.321  4.310  -0.24
H  -0.897  2.403  -3.902  0.38
H  -3.560  4.755  -1.711  -0.37
H  -2.171  8.422  1.959  -0.02
H  -3.856  4.931  1.296  -0.55
H  -2.916  7.662  0.466  0.29
H  -0.842  1.775  -0.725  0.01
H  -2.410  2.329  -1.556  0.00
H  -2.316  3.962  1.565  0.30
H  -1.864  6.654  -1.245  -0.45
H  -0.792  -0.427  -1.523  -1.04
H  -0.290  2.881  6.979  0.29
H  0.196  1.185  -2.980  0.00
H  -3.854  7.685  2.135  0.21
H  -1.693  -0.150  -4.165  0.08
H  -2.308  7.516  5.075  0.27
H  -2.788  -3.513  -1.341  0.05
H  -2.957  0.984  -3.267  0.25
H  -3.714  -1.962  -1.007  0.20
H  0.151  3.894  -0.716  0.24
H  -2.571  -0.157  -1.151  0.19
H  -1.047  7.692  3.671  -0.02

Energy ... -891529.608 eV
Net charge ... -1
Multiplicity ... 1



Record 3
A 8-piece molecular cluster, C24H46F2O6S6 overall at a distorted geometry. Source: the OMol25 dataset; level of theory: wB97M-V/def2-TZVPD.

Each line ends with the Mulliken charge.
Atoms and positions in Å:
S  4.247  -2.266  2.865  0.67
S  0.940  3.068  -6.405  0.43
S  3.829  -2.766  -5.177  0.46
S  1.277  1.281  -0.810  0.30
S  -3.417  2.179  1.740  0.34
S  -3.252  -1.287  -2.694  0.56
F  2.334  0.554  3.343  -0.24
F  0.552  -2.090  3.908  -0.30
O  0.132  4.198  -5.832  -0.63
O  -2.399  1.271  1.128  -0.31
O  1.518  0.316  -1.918  -0.46
O  3.548  -2.897  -6.628  -0.62
O  5.680  -2.257  2.472  -0.69
O  -4.263  -2.142  -3.352  -0.66
C  0.151  3.013  4.918  -0.27
C  -4.033  -0.541  -1.241  -0.54
C  -0.686  -2.406  3.581  0.22
C  -0.113  1.627  -6.748  -0.56
C  -1.197  -3.548  4.108  -0.50
C  -1.467  -1.524  2.829  0.23
C  -3.401  1.833  3.549  -0.73
C  0.347  4.077  4.078  -0.88
C  -2.701  3.831  1.935  -0.64
C  2.945  -4.078  -4.269  -0.84
C  2.767  -1.392  -4.631  -0.84
C  1.328  3.969  3.068  -0.23
C  2.015  2.803  2.832  -0.51
C  3.197  -2.435  1.359  -0.89
C  1.722  2.323  -4.984  0.03
C  1.709  1.748  3.617  0.54
C  -3.163  0.257  -3.623  -0.65
C  -2.509  -3.919  3.832  -0.28
C  -0.286  2.139  -1.165  -0.44
C  -2.800  -1.940  2.518  -0.59
C  -3.345  -3.105  3.032  -0.83
C  0.809  1.768  4.697  -0.55
C  0.622  0.292  0.598  -0.06
C  3.885  -3.964  3.369  -0.93
H  0.613  0.835  5.243  0.43
H  -2.935  -4.843  4.215  0.35
H  -2.759  0.049  -4.612  0.27
H  4.491  -4.156  4.259  0.33
H  0.960  2.191  -4.196  -0.15
H  -1.148  -0.563  2.452  0.43
H  -4.132  0.750  -3.774  0.36
H  -3.272  4.587  2.460  0.44
H  1.552  4.789  2.412  0.41
H  3.027  -4.013  -3.170  0.28
H  3.297  -1.480  0.867  0.12
H  -0.070  -0.411  0.114  0.54
H  1.750  -1.639  -4.945  0.33
H  2.485  3.009  -4.626  0.44
H  0.537  0.833  -7.119  0.36
H  2.147  -2.679  1.590  0.25
H  -4.386  -3.362  2.857  0.41
H  2.164  1.383  -5.296  -0.10
H  -0.755  2.032  -7.523  0.35
H  -0.066  2.628  -2.084  0.57
H  3.685  -3.176  0.702  0.53
H  0.057  0.985  1.237  -0.29
H  4.273  -4.529  2.517  0.34
H  2.845  -1.263  -3.561  0.35
H  3.462  -4.962  -4.603  0.34
H  -1.719  3.621  2.349  -0.13
H  -0.178  5.010  4.251  0.47
H  -0.544  3.070  5.774  0.37
H  -2.353  1.885  3.818  -0.01
H  -3.410  0.240  -0.808  -0.13
H  -2.493  0.911  -3.053  0.11
H  1.487  -0.162  1.042  -0.18
H  -1.184  1.516  -1.183  -0.40
H  1.912  -4.048  -4.619  0.28
H  -2.569  4.083  0.877  0.35
H  2.820  -4.097  3.466  0.26
H  -4.330  -1.301  -0.530  0.28
H  -3.782  0.819  3.675  0.33
H  -4.946  -0.096  -1.622  0.45
H  -4.022  2.626  3.990  0.45
H  -0.686  1.357  -5.855  -0.05
H  -0.585  -4.169  4.753  0.46
H  -0.229  2.857  -0.348  0.27
H  3.105  -0.506  -5.157  0.19
H  2.720  2.730  2.018  0.50
H  -3.363  -1.327  1.846  0.38

Energy relative to the best compared isomer or geometry (same formula, charge and spin) ... 0.0000 eV
Multiplicity ... 1



Record 4
An isolated ion of composition C2H3NO3P and charge -1 at a distorted geometry. Source: the OMol25 dataset; level of theory: wB97M-V/def2-TZVPD.

Each line ends with the natural charge from an NBO analysis.
Atoms and positions in Å:
P  0.903  0.611  -0.027  2.16
O  0.996  0.901  1.465  -1.15
O  1.441  1.562  -1.034  -1.14
O  2.291  -1.553  0.237  -0.30
N  1.543  -0.903  -0.478  -0.22
C  -1.662  -0.242  0.377  -0.40
C  -0.760  0.078  -0.525  -0.56
H  -0.852  0.021  -1.579  0.20
H  -2.680  -0.413  0.198  0.18
H  -1.222  -0.064  1.366  0.23

Net charge ... -1
Energy relative to the best compared isomer or geometry (same formula, charge and spin) ... 3.4517 eV
Multiplicity ... 1



Copy entry 4 word for word.
An isolated ion of composition C2H3NO3P and charge -1 at a distorted geometry. Source: the OMol25 dataset; level of theory: wB97M-V/def2-TZVPD.

Each line ends with the natural charge from an NBO analysis.
Atoms and positions in Å:
P  0.903  0.611  -0.027  2.16
O  0.996  0.901  1.465  -1.15
O  1.441  1.562  -1.034  -1.14
O  2.291  -1.553  0.237  -0.30
N  1.543  -0.903  -0.478  -0.22
C  -1.662  -0.242  0.377  -0.40
C  -0.760  0.078  -0.525  -0.56
H  -0.852  0.021  -1.579  0.20
H  -2.680  -0.413  0.198  0.18
H  -1.222  -0.064  1.366  0.23

Net charge ... -1
Energy relative to the best compared isomer or geometry (same formula, charge and spin) ... 3.4517 eV
Multiplicity ... 1



Q: multiplicity of number 4 (C2H3NO3P)?
A: 1